(1)
DFT (ωB97M-V with the def2-TZVPD basis set) results for a molecular structure, C27H49AsIN2OSbV.

Positions of all 83 atoms, in Å:
H -1.1353 5.3021 -0.3776
H 1.4974 -1.2330 3.0322
Sb 0.6508 2.8023 0.9589
H -3.1192 -2.1154 1.7801
H 3.6238 1.8975 3.5706
C 1.3796 3.4771 -1.8734
H -1.7895 -1.4443 -3.2032
H 1.4076 4.0990 -2.7737
H -0.6736 5.1770 -2.0715
H 0.8014 2.5773 -2.1031
C -2.4018 -1.8602 2.5595
C 1.4823 -4.6354 5.2065
C -0.4234 -3.6743 1.3907
H 0.4110 -3.8906 0.7249
H -0.8778 -3.4887 7.3396
H -2.6816 -0.8975 2.9849
H -0.1562 2.0860 3.9660
O -0.2823 -0.4079 -2.1900
V 0.1025 0.2332 0.4704
H 2.1489 4.5431 3.4986
H 0.0761 -0.5587 3.8152
C -0.6906 4.6388 -1.1185
C -0.9077 0.0775 -1.0816
C 2.4945 -0.0402 -1.1485
C 0.5329 -2.5636 4.3961
C 3.5300 -0.9193 -1.4765
As -0.6347 -1.7634 1.7515
H -2.4191 2.6902 0.9749
H 0.1781 4.5725 3.8728
H 3.8534 4.3888 3.0878
C -1.0686 2.2414 3.3886
H -1.5225 5.0070 3.7371
C 2.8384 4.3612 2.6765
H 1.1091 6.0470 0.4458
C -0.2958 -2.5298 5.5142
H -1.3254 3.7580 -1.2418
C -0.9829 -0.7337 -3.3896
H -1.3386 -4.0090 0.9048
C -0.6398 4.7019 3.1649
H 2.5809 5.2682 -0.1752
C 1.5405 5.5047 -0.3974
H 2.7491 5.1787 1.9627
H -2.9444 -0.5673 -1.3770
H -2.7555 0.7764 -0.2428
C 2.6050 3.0023 2.0272
H 4.6647 2.7009 1.4717
H -1.3076 1.3134 2.8556
H -2.4319 -2.6270 3.3324
H 1.8985 2.0634 3.8681
H -1.8797 2.4362 4.0977
H -1.3852 0.1587 -3.8730
H 2.0498 -2.2191 0.9876
H 2.4823 0.9171 2.6435
H -0.9856 -1.7025 5.6418
H 3.5349 1.7655 0.4878
H 0.7152 -5.3585 7.0736
H -2.6216 1.0582 -1.9832
H 2.4087 3.1949 -1.6357
H -3.0904 3.5732 2.3517
C 2.6419 1.9044 3.0858
H 2.2178 0.8757 -1.6414
H 2.0766 -3.6675 3.3909
C -0.2339 -3.5318 6.4710
H -0.2986 -4.2146 2.3281
C -2.2559 3.5395 1.6438
C 0.7337 4.2580 -0.7314
H 4.0552 -2.8245 -0.4343
H 3.7225 3.5078 0.2214
I 4.8888 -0.7057 -3.0305
H 2.1758 -5.4569 5.0842
H 1.5326 6.1794 -1.2601
C 0.4871 -1.4697 3.3748
H -0.3841 5.5171 2.4859
C 3.6852 2.7270 0.9832
N 2.4139 -1.6487 0.2462
H -2.2926 4.4535 1.0562
C 1.4166 -3.6317 4.2531
N 1.8107 -0.4931 -0.0992
C 3.4506 -1.9428 -0.5629
H -0.2477 -1.1892 -4.0475
C -2.3850 0.3534 -1.1795
C 0.6574 -4.5834 6.3211
C -0.9423 3.4121 2.4140

spin multiplicity = 3
orbital gap (alpha / beta) = 7.42 / 6.82 eV
charge = +1
energy above the lowest of the compared OMol25 structures with the same formula, charge and spin = 0.745 eV
highest occupied orbital energy (alpha / beta) = -9.6 / -8.9 eV

Löwdin population analysis, charges in e, atoms 1 to 6: H 0.069; H 0.053; Sb 1.617; H 0.033; H 0.097; C -0.134

***

(2)
DFT (ωB97M-V with the def2-TZVPD basis set) results for 9 unconnected molecules or ions with the total composition C27H49BCl16F9S.

Positions of all 103 atoms, in Å:
S -1.3265 -1.1666 1.2036
C -5.8925 1.8323 4.4391
Cl 2.3468 -2.9706 -4.0834
C -11.2777 -5.3096 -6.0886
H -11.2919 -4.5962 -6.9115
C -5.1614 2.3500 5.6559
H -4.3770 1.6473 5.9396
C 0.8229 7.7501 -2.2477
F -0.5415 -2.6147 1.1075
Cl -7.3203 2.8230 4.0394
H 5.2193 2.4313 2.2042
Cl 5.3289 4.1259 4.7606
F -2.1254 0.2324 1.1949
C 5.6623 -0.6279 3.7148
C 0.9969 -2.2526 -3.1640
C -11.3065 -4.6120 -4.7486
H 1.7129 1.5493 3.7657
C 6.6490 -3.0658 3.0604
Cl -12.6553 -6.4212 -6.2988
H -2.4304 -5.9011 -2.8422
H 1.1874 -0.3074 -4.0914
H 7.9825 2.5743 6.8047
F -1.9693 -1.4777 -0.2641
H -3.9413 -5.4029 -5.4515
H -5.5553 -5.3871 -7.2747
H 1.5306 3.3294 3.5321
B 3.4552 1.1511 1.6325
Cl 4.8243 5.3545 -3.0518
H 5.8946 1.9650 5.4990
H -0.2423 7.6867 -2.0214
H 0.7011 6.9831 -4.2674
H -6.2525 0.8209 4.6278
H -10.3859 -4.0444 -4.6097
H 4.4125 1.5139 3.6285
Cl 4.7196 2.7317 -0.8675
Cl 2.7199 8.1990 -4.1725
H -10.3717 -5.9100 -6.1730
H 6.9155 0.7475 2.4318
F -0.7845 -0.2422 5.1365
H 0.1770 -0.3462 -2.6417
C 4.8452 2.6470 -2.6399
Cl 2.4493 -0.1942 -2.1029
H 6.1549 -0.1656 4.6035
H 3.8346 2.6288 -3.0474
Cl -0.9537 -7.2620 -4.9324
C 2.3050 2.3216 1.7013
H 1.2340 8.6060 -1.7133
F -0.5909 -2.1147 3.5140
H 3.0623 0.0337 1.8777
C -1.2514 0.1121 3.8624
H -5.2442 1.8065 3.5643
F -2.5810 -1.9935 1.8387
C -1.4479 -5.4426 -2.9489
H 0.9945 -2.6939 -2.1671
H 5.3259 1.6964 -2.8759
C 4.7834 1.4643 2.5620
H 5.6020 3.0834 6.8362
H 1.7084 2.2725 0.7542
H 5.7509 -0.3260 1.5538
C 6.0961 2.9700 5.8703
F -0.0409 -0.5377 0.4177
H 4.5544 -0.6756 3.8600
H -5.8328 2.4719 6.5050
Cl 8.4825 2.8518 4.5329
C 1.0199 7.8820 -3.7413
C -0.1013 2.1905 2.6027
H 7.7842 4.2543 6.2959
C 1.4378 2.3323 3.0174
H 5.8129 3.6243 -4.2860
H 0.0777 -2.5531 -3.6710
F -2.6281 -0.1242 3.9553
C -0.4217 -6.4334 -3.4455
H 3.8490 1.1230 0.4828
C -5.9235 -5.5071 -6.2558
Cl -5.2886 -6.0704 -3.6539
F 0.7787 -0.6689 2.7386
Cl -7.3195 -6.6146 -6.3387
H 0.5345 -5.9519 -3.6494
H -0.6682 2.0448 4.7013
C 1.0830 -0.7462 -3.0992
C 7.5791 3.2196 6.0231
H -1.1462 -5.0524 -1.9761
C -1.0364 1.6376 3.7224
C 6.1945 -2.0158 3.3708
H -2.0477 2.1112 3.5885
H 2.8555 3.3093 1.6655
Cl -4.3671 3.9150 5.3502
H -4.5327 -7.0534 -5.6609
H 0.4372 8.7235 -4.1179
C -4.8212 -6.0433 -5.3732
H -0.1106 1.6578 1.6274
H -0.4284 3.2436 2.3829
H 7.1099 -3.9537 2.6188
Cl -12.6534 -3.4524 -4.6212
Cl 1.5773 6.2772 -1.5953
H -0.2612 -7.2052 -2.6925
C 5.6552 3.7864 -3.2181
C -0.5408 -0.8792 2.8826
H 6.6302 3.8678 -2.7394
H -6.2813 -4.5397 -5.9060
C 5.8730 0.3280 2.4512
Cl -1.6082 -4.0421 -4.0397
H -11.3944 -5.3239 -3.9292

orbital gap = 6.11 eV
charge = -1
highest occupied orbital energy = -4.6 eV

Löwdin population analysis, charges in e, atoms 1 to 6: S 0.893; C -0.669; Cl 0.529; C -0.669; H 0.069; C -0.666

***

(3)
DFT (ωB97M-V with the def2-TZVPD basis set) results for a molecular structure, C27H49N6SSiW.

Positions of all 85 atoms, in Å:
H 1.3406 3.1336 1.9957
C 0.5952 -1.6649 -3.6704
N 0.3769 1.2795 2.2056
C 3.5508 -0.7116 0.0732
C 3.5661 -1.5359 1.3421
H 2.6290 -3.5559 3.0581
H 4.3674 -2.2792 1.2625
C -3.7806 0.5264 0.9159
H 4.5533 -0.3343 -0.1378
H -0.0354 -3.1158 0.7181
C -0.4011 -2.7517 1.6730
C 1.8550 -3.3205 -1.8159
H -0.0205 0.7464 -4.5776
H 2.4890 -4.4754 -3.5131
H -2.1319 -2.3620 -3.6062
H -3.7870 0.8904 -1.6630
H 3.5486 2.3401 2.8856
H -1.6786 -1.3282 1.0771
H 0.0831 0.6354 4.2089
N 2.6152 0.4771 0.1138
H -5.9842 2.3552 2.7154
N -1.5204 1.0481 0.3127
C 1.9600 -2.7242 2.8172
H 1.3066 2.5057 3.6370
H -2.8580 -2.0404 -2.0304
H 0.7035 2.3017 -3.2239
H -0.1017 4.7356 -1.4534
H 0.4678 -4.2880 2.7623
C 0.4943 -1.3633 -2.3056
H 3.8109 -0.9282 2.2121
H 1.1158 -0.4027 3.2162
W 0.0263 0.3767 0.0593
H 4.3537 1.3703 0.9155
H 1.3966 -2.9786 -5.1431
C -4.9465 0.8591 1.5814
H -1.2113 -1.3769 3.5747
H -4.1154 3.9668 2.6636
C 2.8464 1.6570 2.4025
H -3.5013 1.6510 -3.2106
C -2.8365 2.6841 1.5232
S 0.8046 2.6436 -0.8566
C -4.0151 3.0062 2.1770
H 0.0363 -2.9808 3.7911
C -2.6666 -1.6177 -3.0203
H -2.6046 2.1921 -1.8094
H -1.4984 1.7019 -4.6760
C 1.9486 -3.6036 -3.1703
N 2.2495 -2.1340 1.5143
H -2.0179 3.3941 1.5074
H -1.4481 0.0841 -5.3451
C 0.4989 -3.1978 2.8287
C -1.1054 0.6972 -4.5073
C 0.2158 0.2012 3.2153
H 3.1099 2.5097 0.4715
H -1.8658 0.0175 2.7521
H 2.0548 3.3716 -2.7491
C -3.0070 1.3067 -2.2961
C 1.3259 -2.7652 -4.0851
H -3.6929 -0.4252 0.4046
H -1.3648 -3.2415 1.8307
N -0.3377 -0.3442 -1.7224
C 1.1370 -2.2102 -1.4075
H 0.1337 -1.0589 -4.4310
C -5.0657 2.0973 2.2058
H -1.1926 3.8565 -0.3677
C 1.5082 2.4607 -2.5127
Si -1.8119 0.0241 -2.9058
H -3.6403 -1.4613 -3.4933
N -0.7499 -1.2694 1.4942
H 1.0217 -2.0024 -0.3507
H 2.7245 0.8327 -0.8341
H -1.1185 3.4137 -2.0959
C -0.5507 3.7674 -1.2384
C 3.2790 1.5490 0.9548
C -2.7262 1.4451 0.8871
H 3.2679 -1.3334 -0.7710
H 2.1406 -1.9753 3.5898
H 2.3260 -3.9838 -1.1003
C -0.9853 -0.6199 2.8282
H 2.1881 -2.8915 0.8422
H 2.9509 0.7144 2.9379
H -0.4790 1.8286 2.2859
H -5.7701 0.1586 1.6078
H 2.1886 1.6122 -2.5440
C 1.4624 2.2277 2.5921

orbital gap (alpha / beta) = 6.91 / 6.91 eV
charge = +3
highest occupied orbital energy (alpha / beta) = -17.1 / -17.1 eV

Löwdin population analysis, charges in e, atoms 1 to 6: H 0.113; C -0.036; N -0.146; C -0.165; C -0.176; H 0.136

***

(4)
DFT (ωB97M-V with the def2-TZVPD basis set) results for a molecular structure, C27H50BCsN3O7PtS3.

Positions of all 93 atoms, in Å:
O 2.2581 -0.4707 1.3908
H 1.7812 4.1708 1.4544
C -2.5665 -4.1051 -0.4098
O 2.0076 3.2361 -3.0755
C -3.4016 -2.5874 3.4006
H 2.9406 3.6461 3.3356
H 2.2978 -4.5320 -1.0319
H 2.9731 -1.8219 -4.3085
C -4.4672 -0.0962 -2.1206
C 2.6701 -0.1839 3.9607
H 3.8347 -1.5342 -2.8050
H -0.1261 -0.9869 0.9306
O 0.9810 2.3489 1.7150
H -0.2398 -2.9974 4.2552
C -2.1485 -3.2799 -2.4585
C 1.0682 -2.7825 -1.5049
H -3.1009 -6.1094 -1.0728
C 1.8636 3.7398 3.4912
H 5.7581 0.4335 2.7687
H 0.3179 2.3129 -4.7273
H -3.4358 0.2111 -0.3438
H 0.5798 -2.5203 -0.5678
H -3.8318 2.7034 -3.7016
H 0.3501 -3.3289 -2.1226
O 1.8650 -0.2415 -1.6286
H 1.7252 0.3510 4.0204
H 4.1497 1.1977 4.7334
C -2.2326 -2.8803 5.2935
C 3.8704 0.7421 3.7888
H 4.6997 -2.2758 2.9163
C -2.0865 -2.7284 3.0877
C -0.3751 2.8252 -4.0646
N -3.7365 0.6092 -1.2184
H -2.7131 2.4972 -1.2237
H -2.0750 -2.3997 -3.0799
H -1.7641 4.0394 -5.1488
H 4.8337 -1.3538 1.4043
Pt 1.0340 1.0419 0.1265
O 0.4323 -1.1351 -3.4595
C -1.0844 5.0805 -3.3512
H -2.0575 -2.9770 6.3516
H 5.6250 -0.5407 4.1744
S 0.6466 3.1940 -2.6411
H -0.9264 0.8247 0.9652
H 0.0036 5.4677 2.4494
C 5.0405 -0.1615 3.3377
H -0.1507 4.6067 -5.2921
Cs -1.7158 0.4471 3.5317
H -0.6625 -0.1611 -0.7706
B -0.8877 -0.2186 0.4365
H 3.6798 1.4625 2.9973
H 0.9448 5.4457 -2.7604
H -0.1148 5.1010 -1.3480
C -4.6378 0.6967 -3.2250
C -3.9267 1.9093 -2.9775
H -1.6640 -2.2107 -0.6842
C -2.6819 -4.5337 -2.6232
H -1.1857 6.1435 -3.5466
H -4.2172 -2.3851 2.7271
H -1.9423 -0.7444 0.4637
H -1.7229 -2.7676 2.0724
H -1.9995 4.6945 -2.8886
H -2.8056 -5.0533 -3.5577
H 3.9313 -3.9200 -2.9239
C 2.9351 -3.4867 -2.8758
S 2.7349 -1.2281 2.5280
H 1.6662 4.7063 3.9548
C -2.8403 -5.0938 -1.3237
C -3.3514 1.8053 -1.7466
C -1.3120 -2.8928 4.2586
H -1.1952 2.1778 -3.7557
C 1.1209 3.6320 2.1711
H 1.6254 2.9427 4.2078
C 2.3806 -3.5239 -1.4472
O 0.2343 2.3394 -1.5286
H 3.0998 -3.0833 -0.7437
N -3.5024 -2.7605 4.7626
S 1.4688 -1.3386 -2.4878
H -0.8997 4.0089 2.8201
H -5.0153 0.4667 -4.2075
C 4.5330 -1.3045 2.4448
C -0.1675 4.4451 2.1214
H 2.2701 -4.0197 -3.5566
H -2.6429 -4.1107 0.6626
N -2.0558 -3.0388 -1.1035
C 2.9534 -2.0058 -3.2370
H 2.8149 -0.8108 4.8422
H -4.3483 -2.7963 5.3032
C -0.8494 4.1759 -4.5700
C 0.0872 4.8809 -2.3913
O 2.1411 -2.5154 2.7833
H -4.7754 -1.1084 -1.9216
H -0.5889 4.3819 1.1194

spin multiplicity = 3
orbital gap (alpha / beta) = 7.40 / 6.47 eV
charge = +1
highest occupied orbital energy (alpha / beta) = -9.8 / -9.8 eV

Löwdin population analysis, charges in e, atoms 1 to 6: O -0.417; H 0.133; C -0.125; O -0.288; C -0.167; H 0.070

***

Short version: E = -134977.0657 -265119.6479 -58249.9811 -84578.8218 eV, in the order given.